# 1
C6H8O3 | ωB97M-V/def2-TZVPD

Each line ends with the Löwdin charge.
Cartesian coordinates (Å):
H  1.6047  0.0389  1.2033  0.108
H  0.1672  -0.7285  -1.3571  0.071
C  0.6742  -0.0941  -0.7289  -0.265
H  -0.2936  3.1606  0.1500  0.127
H  1.8348  -1.7081  0.3347  0.108
H  1.6134  0.2922  -1.1240  0.119
H  -3.1256  1.1590  0.3176  0.090
O  1.6531  2.4386  0.0162  0.046
C  0.4397  2.3722  -0.0476  -0.180
C  1.1119  -0.7874  0.5383  -0.110
O  -3.4399  -0.3377  0.0795  0.064
H  0.2480  -1.2583  1.1564  0.090
C  -2.3103  -0.4544  -0.3471  -0.093
H  -1.9122  -1.3851  -0.9022  0.164
C  -1.4950  0.8516  -0.0695  -0.240
O  -2.3307  1.8107  0.3408  0.048
C  -0.1798  1.0628  -0.4612  -0.147

Values from the calculation:
orbital gap = 8.20 eV
LUMO level = -0.0373 Ha
highest occupied orbital energy = -9.22 eV
SMILES = CC/C(C=O)=C(/O)C=O
energy above the lowest of the compared OMol25 structures with the same formula, charge and spin = 51.0 kcal/mol
M = 128.127 g/mol
largest force on an atom = 3.50 eV/Å

# 2
C6H8OS2 | ωB97M-V/def2-TZVPD

Each line ends with the Löwdin charge.
Cartesian coordinates (Å):
S  1.2688  2.0135  2.7149  0.870
H  0.2621  -1.2950  -2.0572  0.035
H  1.9178  -1.9181  -2.2719  0.049
H  -1.8920  -0.8582  1.5397  0.093
C  0.3143  0.4310  -0.2235  -0.119
H  -2.5505  0.6420  0.8713  0.091
S  1.8960  -0.1866  -0.5621  0.838
C  2.2644  2.3882  1.4853  -0.369
C  -0.3885  0.5407  0.9410  -0.450
C  -1.7619  -0.1003  0.7706  -0.039
O  2.3002  -1.2530  0.3590  -0.514
C  -0.1671  1.2354  2.1009  -0.399
C  1.3095  -1.0335  -2.1282  -0.206
H  1.4646  -0.3276  -2.9364  0.046
H  -1.8333  -0.5743  -0.2045  0.074
H  3.2123  2.7526  1.8886  -0.059
H  -0.9572  1.3096  2.8329  0.060

Values from the calculation:
orbital gap (spin up / spin down) = 6.49 / 6.71 eV
LUMO level (spin up / spin down) = -0.0572 / -0.0505 Ha
highest occupied orbital energy (spin up / spin down) = -8.04 / -8.09 eV
energy above the lowest of the compared OMol25 structures with the same formula, charge and spin = 135.9 kcal/mol
M = 160.263 g/mol
largest force on an atom = 2.43 eV/Å

# 3
C6H8OSi2 | ωB97M-V/def2-TZVPD

Each line ends with the Löwdin charge.
Cartesian coordinates (Å):
Si  1.8453  -0.3329  -1.5020  0.835
H  -2.4553  2.3101  -0.8560  0.114
H  -2.9987  0.9348  1.0139  0.088
H  2.8819  0.6540  -1.6057  -0.048
H  2.3953  -0.8394  2.4678  -0.032
C  -1.1861  -0.0472  1.2114  -0.098
C  -0.6562  1.2113  -1.1631  -0.135
C  -1.8392  1.4774  -0.5517  -0.104
O  2.5070  -1.5286  0.0199  -0.536
Si  1.4644  -1.3976  1.3517  0.541
H  -1.4967  -0.6506  2.1014  0.121
C  -0.0166  -0.3668  0.5500  -0.311
H  1.5144  -1.2764  -2.4784  -0.057
H  0.9764  -2.6924  1.8723  -0.054
C  0.2324  0.2859  -0.6716  -0.344
H  -0.4250  1.9831  -1.9473  0.123
C  -2.1375  0.6608  0.4826  -0.102

Values from the calculation:
orbital gap = 10.15 eV
LUMO level = 0.0159 Ha
highest occupied orbital energy = -9.71 eV
SMILES = c1ccc2c(c1)[SiH2]O[SiH2]2
energy above the lowest of the compared OMol25 structures with the same formula, charge and spin = 11.5 kcal/mol
M = 152.301 g/mol
largest force on an atom = 5.60 eV/Å

# 4
C6H8S | ωB97M-V/def2-TZVPD

Each line ends with the Löwdin charge.
Cartesian coordinates (Å):
H  1.4147  -0.2115  1.7806  0.135
H  1.1639  -2.2608  0.0964  0.118
H  -1.7039  0.3718  -1.4822  0.040
C  0.7780  1.2986  0.2100  -0.041
H  -1.7649  -0.9847  1.3378  0.003
H  1.3813  2.0905  0.1002  0.045
C  -0.4134  -1.0514  -0.5585  -0.202
C  -0.4318  1.3531  -0.3821  -0.166
C  0.8458  -1.2064  -0.1700  -0.093
H  -0.7430  2.3182  -0.7096  0.105
C  -1.1970  0.2038  -0.6594  -0.706
H  2.6368  -0.0370  0.3573  0.093
S  -2.5957  -0.0147  0.4748  0.724
C  1.5600  -0.0539  0.6198  -0.134
H  -0.9307  -1.8155  -1.0151  0.079

Values from the calculation:
orbital gap = 9.60 eV
LUMO level = 0.0262 Ha
highest occupied orbital energy = -8.89 eV
SMILES = SC1C=CCC=C1
energy above the lowest of the compared OMol25 structures with the same formula, charge and spin = 57.5 kcal/mol
M = 112.197 g/mol
largest force on an atom = 5.19 eV/Å

# 5
C6H8S | ωB97M-V/def2-TZVPD

Each line ends with the Löwdin charge.
Cartesian coordinates (Å):
S  -3.4967  0.5045  0.0938  0.761
H  1.9704  -0.6472  0.8931  0.073
H  1.4750  -2.0305  -0.1755  0.090
C  -0.0160  -0.5279  0.0749  -0.307
H  1.8069  1.2280  -0.1980  0.079
C  -1.2439  -1.2275  -0.2148  -0.167
C  -2.2582  -0.4118  -0.1996  -0.709
H  0.7811  2.2470  -1.3603  0.075
H  -1.3999  -2.3339  0.0233  0.153
C  1.1413  -1.3442  0.6277  -0.048
C  0.8923  1.8389  -0.3590  -0.097
H  0.7200  2.7193  0.3126  0.093
H  0.8546  -1.8736  1.5741  0.093
H  -1.1030  1.0581  -0.7885  0.080
C  -0.1239  0.8007  -0.3039  -0.169

Values from the calculation:
orbital gap = 7.60 eV
LUMO level = 0.0016 Ha
highest occupied orbital energy = -7.56 eV
SMILES = C/C=C(\C)C=C=S
energy above the lowest of the compared OMol25 structures with the same formula, charge and spin = 59.0 kcal/mol
M = 112.197 g/mol
largest force on an atom = 2.77 eV/Å

# 6
C6H8S | ωB97M-V/def2-TZVPD

Each line ends with the Löwdin charge.
Cartesian coordinates (Å):
H  0.4894  -1.5743  -0.9461  0.143
C  -1.2433  0.0653  -0.6165  -0.149
H  -2.1141  -0.2542  0.0293  0.120
C  0.3940  1.6183  0.0765  -0.127
H  -1.4280  0.0663  -1.8107  0.153
C  -0.8506  1.4958  -0.2535  -0.126
C  1.0957  0.2963  0.2007  -0.752
C  0.0464  -0.7581  -0.3138  -0.225
S  2.8182  0.1856  -0.2980  0.745
H  1.0362  -1.5147  1.5569  0.058
H  -1.5868  2.2993  -0.4845  0.118
C  0.4905  -0.7370  1.1383  -0.121
H  -0.1500  -0.3271  2.0501  0.156
H  0.8933  2.4530  0.5810  0.115
H  3.1615  -0.8406  0.5806  -0.106

Values from the calculation:
orbital gap = 9.41 eV
LUMO level = 0.0337 Ha
highest occupied orbital energy = -8.50 eV
SMILES = S[C@@]12C=CC[C@@H]1C2
energy above the lowest of the compared OMol25 structures with the same formula, charge and spin = 43.1 kcal/mol
M = 112.197 g/mol
largest force on an atom = 3.57 eV/Å

# 7
C6H8S | ωB97M-V/def2-TZVPD

Each line ends with the Löwdin charge.
Cartesian coordinates (Å):
H  -2.0207  -0.8019  1.3622  0.052
C  0.9388  0.8675  0.2262  -0.723
C  -1.8491  0.7949  -0.1208  -0.263
C  -0.2815  1.5790  -0.0565  -0.357
C  -2.0494  -0.5590  0.3147  0.010
H  1.0210  -1.2886  -0.1931  0.099
H  3.1432  0.9937  0.0089  0.102
H  -2.0724  0.9254  -1.1774  0.082
C  1.5074  -0.4925  0.3534  -0.107
H  -1.9120  -1.3744  -0.3721  0.046
S  0.4253  2.1154  1.4408  0.877
H  -2.3794  1.5198  0.4916  0.081
C  2.2403  0.5814  -0.4177  -0.106
H  2.2485  0.5256  -1.4974  0.104
H  1.9160  -0.7986  1.3069  0.104

Values from the calculation:
orbital gap (spin up / spin down) = 7.85 / 7.72 eV
LUMO level (spin up / spin down) = -0.0131 / -0.0065 Ha
highest occupied orbital energy (spin up / spin down) = -8.20 / -7.90 eV
energy above the lowest of the compared OMol25 structures with the same formula, charge and spin = 122.4 kcal/mol
M = 112.197 g/mol
largest force on an atom = 2.70 eV/Å

# 8
C6H8S | ωB97M-V/def2-TZVPD

Each line ends with the Löwdin spin population.
Cartesian coordinates (Å):
S  -1.4069  -0.2498  -0.9648  0.107
H  3.7147  0.0653  1.0037  0.028
H  0.1589  1.3832  -0.2771  0.043
C  -2.3554  -0.2530  0.6700  0.086
C  2.0443  -0.3362  -0.0764  0.137
C  -0.1816  -1.4897  -0.2840  0.243
H  -1.9486  0.6895  1.1154  0.009
H  -2.2938  -1.0948  1.1597  0.005
H  -0.4729  1.8542  -1.8467  0.032
H  -3.3663  -0.2137  0.4417  0.004
H  -0.5941  -2.3162  0.1194  0.020
H  3.1956  1.3069  -0.2524  0.031
C  -0.6831  1.3128  -0.8454  0.708
C  1.0860  -1.0789  -0.2023  0.208
C  3.1030  0.4205  0.2392  0.338

Values from the calculation:
orbital gap (spin up / spin down) = 5.48 / 5.08 eV
LUMO level (spin up / spin down) = 0.0165 / -0.0838 Ha
highest occupied orbital energy (spin up / spin down) = -5.03 / -7.36 eV
energy above the lowest of the compared OMol25 structures with the same formula, charge and spin = 143.3 kcal/mol
spin multiplicity = 3
M = 112.197 g/mol
largest force on an atom = 6.29 eV/Å

# 9
C6H8S2 | ωB97M-V/def2-TZVPD

Each line ends with the Löwdin charge.
Cartesian coordinates (Å):
C  0.2046  -0.1278  -0.1480  -0.786
H  1.7273  1.4652  -0.9089  -0.083
H  1.9148  0.1686  2.5111  0.128
C  1.4339  -0.9918  -0.1530  -0.230
S  -2.5326  0.2463  -0.2886  0.555
C  2.4802  -1.6974  -0.2560  0.092
H  0.4654  0.0278  3.1700  0.065
C  0.1082  0.4161  1.2280  -0.329
H  -1.4964  1.2633  -1.5783  0.042
C  0.8992  -0.3631  2.2839  -0.073
H  3.3971  -2.2307  -0.7151  0.069
S  0.6442  0.9720  -1.5129  0.796
H  0.9876  -1.3598  2.1788  0.034
H  0.1071  1.5226  1.3052  0.152
H  -1.1848  -1.4082  1.0950  0.114
C  -1.0767  -0.3927  0.6728  -0.545

Values from the calculation:
orbital gap = 8.44 eV
LUMO level = -0.0137 Ha
highest occupied orbital energy = -8.81 eV
energy above the lowest of the compared OMol25 structures with the same formula, charge and spin = 156.9 kcal/mol
M = 144.264 g/mol
largest force on an atom = 6.78 eV/Å

# 10
C6H8Si | ωB97M-V/def2-TZVPD

Each line ends with the Löwdin charge.
Cartesian coordinates (Å):
H  -4.5749  -0.4056  -0.2785  0.050
H  0.4068  3.3306  -0.4255  0.012
H  2.5174  -0.6016  1.0529  0.071
H  0.3430  -2.6218  1.1940  0.087
C  1.4294  -0.4829  0.7367  -0.444
H  0.5928  1.7054  -1.0285  -0.008
C  -2.3253  -0.7348  -0.1440  -0.025
H  0.9061  -1.4589  -1.5951  0.116
H  2.1694  2.4608  -0.4371  0.046
H  -1.3294  -1.1143  -0.2009  -0.024
C  -3.4690  -0.3944  -0.0972  -0.014
C  0.7648  -1.7977  0.6979  -0.204
C  1.0162  2.3865  -0.2310  -0.374
C  1.0940  -1.4562  -0.4885  -0.063
Si  0.4588  1.1849  1.2448  0.776

Values from the calculation:
orbital gap = 7.42 eV
LUMO level = -0.0135 Ha
highest occupied orbital energy = -7.79 eV
energy above the lowest of the compared OMol25 structures with the same formula, charge and spin = 141.1 kcal/mol
M = 108.216 g/mol
largest force on an atom = 2.59 eV/Å